[1]
{"formula": "C38H51BCl6NO3", "method": "wB97M-V/def2-TZVPD", "total_charge": 1, "total_energy_ha": -4544.424167, "gap_ev": 6.78, "spin_multiplicity": 1, "lumo_energy_ev": -4.04, "elements": ["C", "C", "C", "C", "C", "C", "C", "C", "C", "C", "C", "C", "C", "C", "B", "O", "O", "N", "C", "C", "C", "O", "C", "C", "C", "H", "H", "H", "H", "H", "H", "H", "H", "H", "H", "H", "H", "H", "H", "H", "H", "H", "H", "H", "H", "H", "H", "H", "H", "H", "H", "H", "H", "H", "H", "H", "H", "H", "H", "H", "H", "H", "H", "H", "Cl", "C", "C", "Cl", "C", "C", "C", "C", "H", "H", "H", "H", "Cl", "C", "C", "Cl", "C", "C", "C", "C", "H", "H", "H", "H", "Cl", "C", "C", "Cl", "C", "C", "C", "C", "H", "H", "H", "H"], "coordinates": [[1.49539, -3.22133, 1.93926], [2.08223, -2.62099, 0.49334], [0.83725, -2.60379, -0.58964], [1.15754, -1.80772, -1.98498], [-0.07673, -0.92887, -2.59773], [-1.54940, -1.63677, -2.55076], [-2.78682, -0.59903, -2.17632], [-3.52443, -0.98147, -0.72462], [-3.89142, 0.36271, 0.13191], [-2.71655, 0.92761, 1.11565], [-1.27574, 0.15857, 1.02572], [-0.00370, 0.96767, 1.66589], [0.40303, 2.45642, 1.11339], [1.74210, 2.63306, 2.10056], [2.05113, 4.23525, 1.92388], [1.27147, 5.35848, 2.47811], [3.28680, 4.59729, 1.14555], [1.16628, 2.10492, 3.40898], [1.66606, 2.52774, 4.77159], [3.20685, 1.63292, 4.84908], [4.60521, 2.65072, 4.99946], [3.97558, 1.72883, 6.20687], [0.15322, 1.14495, 3.28461], [-0.70428, 0.34483, 4.42885], [0.02606, -1.07993, 4.90895], [1.84132, -4.34754, 2.12313], [0.32583, -3.23074, 1.98124], [2.01243, -2.58325, 2.77418], [2.88864, -3.42986, 0.14769], [2.57957, -1.57269, 0.65905], [-0.19489, -2.26978, -0.09117], [0.66481, -3.74552, -0.89317], [1.58859, -2.53082, -2.81069], [2.02945, -1.03294, -1.73058], [0.17492, -0.74187, -3.74624], [-0.04333, 0.15682, -2.10458], [-1.65329, -2.55151, -1.83118], [-1.75389, -2.05627, -3.64958], [-3.62432, -0.60203, -3.02486], [-2.38246, 0.51041, -2.08374], [-2.89160, -1.78548, -0.15759], [-4.54362, -1.51079, -1.03620], [-4.85852, 0.09903, 0.77627], [-4.26355, 1.18991, -0.64340], [-2.65293, 2.10689, 0.95981], [-3.11312, 0.79505, 2.23384], [-1.35738, -0.92529, 1.51920], [-0.97546, -0.05824, -0.10950], [0.92952, 0.29014, 1.35624], [-0.41287, 3.31185, 1.14815], [0.82985, 2.20896, 0.02695], [2.67681, 2.01426, 1.72963], [1.88064, 5.77299, 3.18488], [3.35149, 3.98289, 0.34511], [1.09075, 2.07106, 5.68125], [1.94648, 3.65847, 4.87426], [3.31292, 0.59973, 4.14528], [4.51060, 3.59687, 5.68393], [5.63458, 2.21487, 4.59496], [-0.78606, 0.99388, 5.41285], [-1.80403, 0.06792, 4.12307], [0.83511, -0.90456, 5.74487], [0.47363, -1.53790, 3.91310], [-0.75825, -1.86438, 5.31612], [-3.27362, -4.25102, -1.53946], [-4.61187, -5.09293, -0.84264], [-5.32620, -4.59311, 0.25252], [-4.94312, -3.08269, 0.99879], [-6.39534, -5.32616, 0.77775], [-6.75312, -6.55141, 0.21181], [-6.04498, -7.04652, -0.88229], [-4.97584, -6.31901, -1.40842], [-6.95484, -4.94712, 1.62983], [-7.58411, -7.11873, 0.62453], [-6.32465, -7.99942, -1.32577], [-4.42845, -6.71408, -2.26117], [2.45526, -0.91526, -5.16055], [3.96764, -1.72250, -5.37582], [4.09009, -3.11589, -5.32141], [2.73801, -4.15596, -5.04723], [5.34419, -3.71042, -5.49475], [6.47163, -2.91940, -5.72436], [6.34862, -1.53197, -5.78387], [5.09903, -0.93430, -5.60937], [5.44966, -4.79199, -5.45192], [7.44502, -3.38594, -5.85696], [7.22567, -0.91498, -5.96558], [5.01323, 0.14892, -5.65602], [-2.62327, 7.52153, -3.86844], [-1.62187, 7.15176, -2.50985], [-1.43407, 8.04589, -1.44931], [-2.19692, 9.59517, -1.39596], [-0.60347, 7.69205, -0.38105], [0.03530, 6.45054, -0.36834], [-0.15610, 5.55798, -1.42207], [-0.98274, 5.90797, -2.49134], [-0.44963, 8.38093, 0.44632], [0.68152, 6.18031, 0.46359], [0.33864, 4.58946, -1.41182], [-1.12478, 5.20564, -3.30954]]}

---

[2]
{"formula": "C38H51CeI2NO4S2Si", "method": "wB97M-V/def2-TZVPD", "total_charge": -1, "total_energy_ha": -3990.716772, "e_above_lowest_kj_mol": 318.6, "gap_ev": [5.56, 5.54], "spin_multiplicity": 2, "lumo_energy_ev": [1.47, 1.47], "elements": ["Ce", "I", "C", "C", "C", "C", "C", "C", "C", "C", "C", "C", "H", "H", "H", "H", "H", "H", "O", "S", "C", "C", "C", "C", "S", "O", "C", "C", "C", "C", "C", "C", "C", "C", "C", "C", "C", "C", "H", "H", "H", "H", "H", "H", "H", "H", "H", "H", "H", "H", "H", "H", "H", "H", "H", "H", "C", "C", "O", "H", "H", "H", "C", "Si", "C", "C", "C", "H", "H", "H", "H", "H", "H", "H", "H", "H", "H", "H", "N", "C", "O", "C", "I", "H", "H", "H", "H", "C", "C", "C", "C", "H", "H", "H", "H", "H", "H", "H", "H", "H"], "coordinates": [[0.54306, -0.00513, 0.62341], [0.28207, 1.65507, 3.57288], [2.25974, 1.27512, 4.14780], [2.68382, 1.93343, 5.26172], [4.00446, 1.70226, 5.73069], [4.80921, 0.81717, 5.07332], [4.35485, 0.11993, 3.91179], [5.19473, -0.82845, 3.25697], [4.74466, -1.48513, 2.15098], [3.44310, -1.21122, 1.64574], [2.57362, -0.32158, 2.21772], [3.04706, 0.34772, 3.39060], [2.03152, 2.62206, 5.78571], [4.35611, 2.22508, 6.61565], [5.81648, 0.61837, 5.43104], [6.18973, -1.01506, 3.65684], [5.38102, -2.21114, 1.64816], [3.14385, -1.76219, 0.74346], [-2.13282, -0.09702, 0.58045], [-3.34710, -0.84853, 1.14515], [-4.62867, 0.42757, 1.33763], [-4.97343, 1.26835, 0.09837], [-3.82132, 2.06773, -0.52372], [-3.16750, 3.06670, 0.43176], [-1.46372, 3.50258, 0.03596], [-0.68234, 2.25757, 0.39578], [-1.62923, 3.55747, -1.72721], [-2.33711, 4.60826, -2.30234], [-2.52198, 4.62048, -3.67468], [-1.99506, 3.59109, -4.45760], [-1.26592, 2.56299, -3.86645], [-1.06978, 2.55059, -2.48692], [-4.05667, -1.74046, -0.16493], [-3.49478, -1.64987, -1.45710], [-4.05660, -2.39120, -2.48270], [-5.17054, -3.23386, -2.23828], [-5.71216, -3.32375, -0.94352], [-5.16816, -2.59237, 0.09989], [-4.26128, 1.04220, 2.17532], [-5.50507, -0.13231, 1.68731], [-5.79544, 1.94235, 0.36642], [-5.34918, 0.59934, -0.67551], [-4.18894, 2.59328, -1.39931], [-3.07324, 1.36717, -0.86141], [-3.02950, 2.65630, 1.43727], [-3.72088, 4.01185, 0.50607], [-2.75125, 5.40308, -1.68131], [-3.07930, 5.42862, -4.13814], [-2.14242, 3.59921, -5.53374], [-0.83925, 1.76816, -4.47589], [-0.48910, 1.77561, -2.02098], [-2.63108, -1.01199, -1.62869], [-3.63175, -2.32754, -3.48401], [-5.60557, -3.81128, -3.04962], [-6.56148, -3.97550, -0.75504], [-5.58702, -2.66885, 1.10752], [-0.13023, -2.72922, -3.06404], [0.20426, -1.88221, -1.91152], [-0.28732, -0.80979, -1.65912], [-1.02092, -2.34239, -3.55415], [-0.25592, -3.77974, -2.79607], [0.68946, -2.73120, -3.81182], [4.72686, 3.16458, -1.58350], [2.90138, 2.79901, -1.52737], [2.39393, 2.73177, -3.33279], [2.15829, 4.34253, -0.79002], [2.46234, 1.32620, -0.58174], [4.92762, 4.08193, -2.16192], [5.26545, 2.33046, -2.06746], [5.15197, 3.29084, -0.57066], [3.24098, 3.02565, -3.97503], [1.55196, 3.40384, -3.55521], [2.09614, 1.70629, -3.62805], [2.59196, 5.25617, -1.23130], [2.33468, 4.36942, 0.30294], [1.07784, 4.37658, -0.95288], [3.05015, 1.40436, 0.33002], [2.89944, 0.46795, -1.12179], [1.26275, -4.52643, -0.64162], [1.87654, -3.45419, -1.28171], [1.16861, -2.26757, -1.04396], [2.99450, -3.40818, -1.96376], [2.07205, -3.36289, -5.80422], [0.32338, -4.37282, -0.31687], [1.42597, -5.42625, -1.05870], [3.56737, -4.31533, -2.15462], [3.34059, -2.47212, -2.39613], [0.72555, -2.47496, 4.06525], [0.37154, -3.09501, 2.71805], [-0.39396, -4.39285, 2.96209], [-0.44306, -2.14415, 1.86084], [1.39885, -3.12318, 4.64043], [-0.19127, -2.32111, 4.65574], [1.21454, -1.51410, 3.94033], [1.29954, -3.35661, 2.20725], [-1.34198, -4.17579, 3.47193], [0.18258, -5.08486, 3.58903], [-0.62980, -4.90425, 2.01952], [-1.27226, -1.82322, 2.47922], [-0.90480, -2.72746, 1.05512]]}

---

[3]
{"formula": "C38H51Cl3N2O3PPtSi", "method": "wB97M-V/def2-TZVPD", "total_charge": -1, "total_energy_ha": -3944.537418, "e_above_lowest_kj_mol": 454.6, "gap_ev": [2.39, 4.79], "spin_multiplicity": 3, "lumo_energy_ev": [2.09, 0.17], "elements": ["C", "C", "H", "H", "H", "C", "C", "H", "H", "H", "H", "Pt", "Cl", "Cl", "H", "H", "C", "C", "N", "H", "C", "O", "H", "H", "H", "H", "H", "H", "C", "C", "N", "H", "C", "O", "H", "H", "H", "H", "O", "C", "C", "C", "H", "C", "H", "C", "H", "C", "C", "H", "H", "H", "Si", "Cl", "C", "C", "C", "H", "H", "H", "H", "H", "H", "H", "H", "H", "C", "C", "C", "C", "C", "C", "P", "C", "C", "C", "C", "C", "C", "C", "C", "C", "C", "C", "C", "H", "H", "H", "H", "H", "H", "H", "H", "H", "H", "H", "H", "H", "H", "H"], "coordinates": [[-0.37932, -2.04035, -5.89135], [-1.16028, -1.54231, -4.71108], [-0.80892, -2.98554, -6.22572], [0.69894, -2.15031, -5.68208], [-0.49178, -1.28593, -6.69873], [-2.49204, -1.56218, -4.61269], [-3.28641, -1.65476, -5.83337], [-2.97244, -1.44106, -3.65420], [-3.29579, -2.67547, -6.24643], [-2.90809, -0.97080, -6.61070], [-4.30308, -1.35407, -5.59228], [1.83986, 0.49165, 0.98008], [3.29516, -0.70530, -0.49347], [-0.03375, -2.55714, -0.41800], [3.38576, 0.03428, 5.08745], [6.15972, -1.98655, 4.01868], [3.32398, -1.06154, 4.99464], [5.16233, -2.49421, 4.02708], [4.09623, -1.50561, 3.84059], [2.26891, -1.37916, 4.88826], [3.75222, -1.05381, 2.64919], [2.73642, -0.27081, 2.65328], [5.10177, -3.21947, 3.19315], [4.32689, -1.33058, 1.76669], [3.77523, -1.55327, 5.87115], [4.98533, -2.96299, 5.00962], [-3.02373, -3.62647, -1.24057], [-4.68091, -1.47289, -2.20749], [-3.58636, -3.27348, -0.35703], [-4.81296, -1.30339, -1.12996], [-3.70304, -1.83705, -0.38156], [-3.05794, -3.59910, 0.54169], [-3.09003, -1.08332, 0.59019], [-2.35499, -1.51683, 1.48105], [-4.89812, -0.22257, -0.97232], [-3.33124, 0.00280, 0.49825], [-4.58888, -3.71012, -0.39998], [-5.76408, -1.77653, -0.84322], [-0.48619, -2.13566, -2.91628], [-0.33501, -0.87770, -3.61810], [-2.04889, 0.36863, -2.21347], [-0.98448, 0.41976, -3.10125], [-2.31501, -0.60357, -1.80263], [-2.74112, 1.53994, -1.86931], [0.72403, -0.67976, -3.87752], [-0.60626, 1.66504, -3.64586], [-3.58063, 1.50396, -1.18082], [-2.36593, 2.76354, -2.41536], [-1.28983, 2.81904, -3.31057], [0.23692, 1.72035, -4.34293], [-2.90977, 3.67900, -2.16621], [-0.99357, 3.77638, -3.76104], [0.48928, -3.71467, -2.21829], [0.54764, 1.02946, -0.63893], [-0.48809, -5.23437, -1.79462], [2.25863, -4.05680, -1.48079], [1.16801, -3.96054, -3.92471], [-1.55345, -5.08521, -1.84541], [-0.28592, -5.61482, -0.80085], [-0.26788, -6.06363, -2.45267], [0.33471, -4.21052, -4.61610], [1.87708, -4.79344, -3.96851], [1.68390, -3.07381, -4.29301], [2.83504, -3.15096, -1.26563], [2.91496, -4.66744, -2.11501], [2.24712, -4.60443, -0.52829], [3.94806, 2.89691, 5.57111], [2.57458, 3.02072, 5.81247], [1.65600, 2.86588, 4.77461], [2.11923, 2.57499, 3.48811], [3.49409, 2.53176, 3.22844], [4.40964, 2.65994, 4.27152], [1.00080, 2.22155, 2.11483], [-0.69018, 1.95180, 2.71111], [-0.90636, 1.06240, 3.77676], [-2.20050, 0.87013, 4.26728], [-3.28283, 1.56049, 3.70050], [-3.07468, 2.37519, 2.57859], [-1.79495, 2.51714, 2.04582], [0.96923, 3.72420, 1.11902], [0.17895, 4.82059, 1.47928], [-0.06005, 5.83733, 0.55326], [0.50935, 5.77272, -0.73240], [1.40732, 4.74815, -1.03191], [1.70733, 3.77702, -0.07275], [4.66343, 3.00874, 6.38640], [2.21886, 3.24535, 6.82218], [0.58832, 2.96361, 4.96090], [3.85230, 2.37101, 2.20834], [5.47278, 2.59118, 4.06132], [-0.06673, 0.51825, 4.21400], [-2.36560, 0.17778, 5.10251], [-4.28927, 1.46299, 4.13318], [-3.91642, 2.90467, 2.12052], [-1.64878, 3.07683, 1.11887], [-0.28505, 4.87748, 2.46447], [-0.71464, 6.66756, 0.81825], [0.24642, 6.51833, -1.48515], [1.87476, 4.69853, -2.02187], [2.45474, 3.00721, -0.28418]]}

---

[4]
{"formula": "C38H51IN4O5ScSi4", "method": "wB97M-V/def2-TZVPD", "total_charge": -1, "total_energy_ha": -4290.551842, "e_above_lowest_kj_mol": 92.3, "gap_ev": 6.69, "spin_multiplicity": 1, "lumo_energy_ev": 1.80, "elements": ["Sc", "C", "O", "C", "C", "C", "C", "C", "C", "N", "N", "C", "O", "C", "C", "C", "C", "C", "C", "C", "O", "H", "H", "H", "H", "H", "H", "H", "H", "H", "H", "H", "H", "C", "C", "N", "C", "C", "C", "O", "C", "C", "N", "C", "C", "C", "C", "C", "C", "I", "C", "O", "H", "H", "H", "H", "H", "H", "H", "H", "H", "H", "H", "H", "C", "Si", "C", "C", "Si", "Si", "C", "C", "C", "Si", "C", "C", "C", "H", "H", "H", "H", "H", "H", "H", "H", "H", "H", "H", "H", "H", "H", "H", "H", "H", "H", "H", "H", "H", "H", "H", "H", "H", "H", "H"], "coordinates": [[-0.29750, -0.26395, 0.24496], [-3.45210, 2.42594, 1.44728], [-4.26840, 1.58714, 2.22229], [-3.70359, 0.49836, 2.85614], [-4.43722, 0.02329, 3.92446], [-4.00885, -1.06427, 4.67612], [-2.80430, -1.64712, 4.37095], [-2.04534, -1.21552, 3.27284], [-0.78035, -1.85311, 3.03498], [-0.09091, -1.69846, 1.95793], [1.16818, -2.27173, 1.95833], [1.83554, -1.97078, 0.87492], [1.35414, -1.33700, -0.12687], [3.27059, -2.34053, 0.88771], [3.71245, -3.53371, 1.44643], [5.06658, -3.80780, 1.50725], [5.98632, -2.88595, 1.03565], [5.54928, -1.69834, 0.47480], [4.19615, -1.43164, 0.38827], [-2.50571, -0.15201, 2.43459], [-1.88464, 0.20114, 1.34736], [-4.03135, 3.33629, 1.28464], [-2.52946, 2.67732, 1.97456], [-3.20177, 1.97756, 0.48071], [-5.36644, 0.52350, 4.15254], [-4.61244, -1.41927, 5.49974], [-2.43739, -2.47661, 4.96168], [-0.37479, -2.48408, 3.83481], [2.98890, -4.23510, 1.82946], [5.41182, -4.74109, 1.93020], [7.04555, -3.08650, 1.10480], [6.26107, -0.97437, 0.10733], [3.83449, -0.51168, -0.04655], [1.13231, 1.08898, 3.99470], [0.61523, 2.27361, 3.24839], [0.27047, 3.33112, 3.93052], [-0.24035, 4.38909, 3.29005], [-0.43156, 4.44010, 1.93108], [-1.06044, 5.66054, 1.31533], [-0.13165, 6.50398, 0.65122], [-0.07369, 3.31147, 1.14851], [-0.26350, 3.30689, -0.26210], [-0.26920, 2.26502, -1.02633], [-0.41412, 2.51098, -2.38943], [-1.36308, 3.41221, -2.88444], [-1.44056, 3.69384, -4.23406], [-0.56699, 3.08838, -5.12218], [0.35591, 2.16613, -4.66039], [0.41968, 1.87867, -3.30992], [1.83404, 0.49876, -2.54588], [0.46226, 2.16418, 1.81718], [0.82341, 1.11240, 1.19821], [1.27418, 1.34543, 5.04113], [2.06846, 0.74855, 3.55247], [0.40969, 0.27533, 3.90808], [-0.53323, 5.21475, 3.92684], [-1.50676, 6.28504, 2.09273], [-1.86260, 5.35815, 0.62547], [0.53775, 5.95192, 0.23360], [-0.37806, 4.28831, -0.74044], [-2.05464, 3.86880, -2.18950], [-2.17291, 4.40620, -4.58877], [-0.60572, 3.33382, -6.17349], [1.02909, 1.67741, -5.34643], [-0.26374, -4.72468, -0.53517], [-0.81871, -3.79746, -2.11610], [-1.80978, -5.11731, -3.11143], [0.76610, -3.51464, -3.15461], [-1.83642, -1.70282, -1.51343], [-2.73489, -0.88907, -3.58578], [-4.22160, -1.71073, -4.49219], [-3.37180, 0.88628, -3.20183], [-1.40656, -0.74579, -4.96867], [-3.88432, -2.44860, -0.48116], [-4.99933, -0.96292, -0.00689], [-3.47648, -3.42781, 1.11539], [-5.06152, -3.60067, -1.48496], [0.38602, -5.56948, -0.74857], [-1.11729, -5.09604, 0.02346], [0.28122, -4.04885, 0.11740], [-1.18706, -5.95596, -3.41100], [-2.23465, -4.68187, -4.00967], [-2.62910, -5.51136, -2.51886], [1.31435, -4.43307, -3.35021], [1.43249, -2.83736, -2.62882], [0.52852, -3.06216, -4.11196], [-5.13969, -1.56005, -3.93381], [-4.07031, -2.78100, -4.57892], [-4.37535, -1.31552, -5.49331], [-4.40639, 0.86644, -2.87215], [-3.30343, 1.56881, -4.04491], [-2.78614, 1.31247, -2.39020], [-1.30672, -1.69161, -5.49077], [-0.43659, -0.51089, -4.54487], [-1.63228, 0.01816, -5.70772], [-4.38352, -0.13561, 0.32346], [-5.68999, -1.18618, 0.80302], [-5.58121, -0.61708, -0.85798], [-2.53350, -3.07800, 1.52447], [-3.37100, -4.48902, 0.91170], [-4.22607, -3.30803, 1.89252], [-5.54950, -3.04436, -2.27790], [-5.83694, -4.04837, -0.86670], [-4.50211, -4.40343, -1.95433]]}